Density functional theory data (ωB97M-V/def2-TZVPD) for the molecule C11H22N2O3.

Atoms and positions in Å:
C: -1.497864 2.208726 -2.352677
C: 0.014100 2.328577 -2.662566
C: 0.764182 3.756970 -2.841994
C: 0.880155 1.540192 -1.553912
C: 0.534302 0.008817 -1.309334
N: -0.359048 -0.126984 -0.218804
C: -0.100247 0.091010 1.087606
O: 0.983237 0.529508 1.512556
C: -1.270991 -0.382650 2.003296
N: -2.525138 -0.531969 1.301740
C: -0.765756 -1.707048 2.636576
C: -0.681790 -2.896168 1.757994
C: -1.710992 -1.924941 3.907836
C: 1.794396 -0.810726 -1.116875
O: 1.678269 -2.030568 -0.833542
O: 2.957599 -0.223513 -1.244175
H: -1.863483 2.811594 -1.521139
H: -2.095183 2.574133 -3.187425
H: -1.701328 1.096510 -2.261704
H: 0.102839 1.786475 -3.626648
H: 1.697050 3.707072 -3.327014
H: 0.120899 4.431713 -3.497320
H: 0.816762 4.358999 -1.943960
H: 0.910954 2.326973 -0.853114
H: 1.889249 1.508256 -1.815528
H: 0.053358 -0.262392 -2.295467
H: -1.191207 -0.662436 -0.199117
H: -1.280755 0.421320 2.751133
H: -2.968022 0.368184 1.200840
H: -3.004182 -1.433312 1.465091
H: 0.307486 -1.449633 2.863909
H: -1.187368 -3.708008 2.240050
H: 0.378230 -3.117649 1.542179
H: -1.264516 -2.863869 0.759969
H: -1.840358 -0.857202 4.338355
H: -1.202748 -2.596376 4.637591
H: -2.716870 -2.291548 3.608106
H: 3.518687 -1.016113 -1.273748

Cartesian forces, eV/Å:
C 0.4 -0.2 -0.5
C 1.8 -0.5 0.1
C -4.1 0.0 -0.6
C -1.6 0.0 -2.2
C 0.1 3.1 -0.8
N -0.5 -0.3 1.1
C 1.8 0.5 -0.1
O -1.7 -0.5 -0.3
C 1.5 0.1 -0.5
N 0.9 -0.7 0.0
C -0.4 2.0 1.7
C -0.6 -0.8 -2.5
C 1.2 1.6 -0.2
C -2.1 -3.8 1.3
O 0.7 3.2 -0.9
O 0.5 -0.5 -0.5
H 0.3 -0.4 0.5
H 0.1 -0.1 -0.3
H -0.1 1.4 0.3
H 0.3 0.3 0.3
H 1.2 -0.5 -0.4
H 0.6 -0.9 0.5
H 0.3 -0.3 0.6
H -0.4 -0.2 2.4
H 1.6 0.3 -1.2
H 0.4 -0.3 1.2
H -1.1 -0.7 -1.3
H -0.2 -0.4 0.2
H -0.9 -0.7 0.0
H -0.1 1.6 -0.1
H -1.2 -0.2 0.8
H 0.2 -0.9 0.4
H -0.7 -0.3 -0.2
H 1.1 0.4 1.3
H 0.1 -2.0 -0.2
H -0.7 0.4 -0.4
H 0.7 0.0 0.2
H 0.7 0.3 0.3

Summary:
orbital gap = 0.35445 Eh
SMILES string = CC(C)C[C@H](NC(=O)[C@@H](N)C(C)C)C(=O)O


Density functional theory data (ωB97M-V/def2-TZVPD) for a structure of composition C5H8MgO4Tl.

Atoms and positions in Å:
C: -1.174625 0.451685 2.637946
C: -0.444712 1.261517 1.580393
O: 0.885693 1.190297 1.717552
Tl: 2.222721 -0.567028 1.456857
H: -2.227882 0.762466 2.716686
H: -1.095262 -0.620320 2.401095
H: -0.669124 0.550385 3.612195
H: -0.772955 2.324526 1.575372
H: -0.840537 0.946740 0.340943
O: -0.228793 0.629679 -2.780176
C: 2.230577 -0.794701 -1.157962
C: -0.714458 0.091785 -1.746678
O: 2.986498 -0.273877 -1.980272
O: 1.138684 -1.381660 -1.888223
C: -0.155215 -1.247197 -1.335518
Mg: 1.570549 -0.141783 -3.636327
H: -1.805426 0.191934 -1.596434
H: -0.802493 -2.061915 -1.691007
H: -0.103241 -1.312534 -0.226443

Cartesian forces, eV/Å:
C -0.4 -0.4 -0.2
C -0.4 0.6 -2.0
O 0.4 -0.2 -0.5
Tl 0.5 -0.2 0.8
H 0.2 -0.3 0.1
H -0.3 0.1 0.0
H -0.2 0.4 -0.4
H -0.1 -0.4 0.1
H 0.6 0.3 2.4
O -0.3 0.0 2.6
C 0.5 0.9 -0.5
C -1.0 -1.2 -3.9
O -0.5 -0.3 0.3
O -0.9 -0.6 -0.8
C 1.1 0.4 1.8
Mg 0.3 -0.1 0.2
H 0.5 0.7 0.6
H 0.0 0.4 -0.1
H -0.1 -0.1 -0.5

Summary:
orbital gap (spin up / spin down) = 0.18925 / 0.24992 Eh
spin multiplicity = 2
⟨S²⟩ = 0.75


Density functional theory data (ωB97M-V/def2-TZVPD) for a structure of composition C13H6F9N2O6PdS3.

Atoms and positions in Å:
Pd: 0.124394 -0.107451 -0.195399
S: -0.298111 -1.491056 3.933267
C: 0.250243 0.125044 4.006075
C: 0.427893 0.712543 2.783110
C: 0.109077 -0.226434 1.790986
C: -0.309792 -1.449476 2.224225
C: -0.721352 -2.417008 1.241701
C: -1.215805 -3.697665 1.418482
C: -1.573808 -4.437923 0.304701
C: -1.438742 -3.900287 -0.969514
C: -0.940124 -2.622121 -1.103348
N: -0.598506 -1.930174 -0.013703
H: 0.414718 0.582812 4.969057
H: 0.734659 1.732183 2.629790
H: -1.318074 -4.096705 2.417843
H: -1.963319 -5.439300 0.428702
H: -1.713948 -4.457491 -1.852334
H: -0.807016 -2.131466 -2.058274
F: -0.424493 2.455544 -4.376432
C: 0.147224 2.604266 -3.196968
F: -0.773043 2.850367 -2.276206
F: 1.034577 3.574748 -3.226851
S: 1.008915 1.006716 -2.822034
O: -0.027581 0.024176 -2.494145
O: 1.903826 0.741469 -3.885086
N: 1.685808 1.366626 -1.382089
S: 2.830418 0.380199 -0.892345
O: 2.076704 -0.729545 -0.200373
O: 3.851512 -0.045418 -1.770233
C: 3.614006 1.382688 0.456236
F: 2.673674 1.927885 1.215318
F: 4.348498 2.319074 -0.100198
F: 4.358782 0.564640 1.175299
F: -2.923936 3.685260 0.683900
C: -3.052894 2.429349 0.293435
F: -3.625650 2.397250 -0.909853
F: -3.833276 1.777067 1.160018
C: -1.671340 1.741641 0.233747
O: -1.730692 0.501944 -0.163473
O: -0.633411 2.296029 0.522984

Cartesian forces, eV/Å:
Pd -0.1 0.0 0.2
S 0.0 0.0 0.0
C 0.0 0.0 0.0
C 0.0 0.0 0.0
C 0.0 0.0 -0.1
C 0.0 0.0 0.0
C 0.0 0.0 0.0
C 0.0 0.0 0.0
C 0.0 0.0 0.0
C 0.0 0.0 0.0
C 0.0 0.0 0.0
N 0.1 0.0 0.0
H 0.0 0.0 0.0
H 0.0 0.0 0.0
H 0.0 0.0 0.0
H 0.0 0.0 0.0
H 0.0 0.0 0.0
H 0.0 0.0 0.0
F 0.0 0.0 0.0
C -0.1 0.0 0.0
F 0.0 0.0 0.0
F 0.0 0.0 0.0
S 0.1 0.1 0.1
O -0.1 -0.1 0.0
O 0.0 0.0 0.0
N 0.1 0.0 -0.1
S 0.0 -0.1 0.0
O 0.0 0.0 0.0
O 0.0 0.0 0.0
C 0.0 0.0 0.0
F 0.0 0.0 0.0
F 0.0 0.0 0.0
F 0.0 0.0 0.0
F 0.0 0.0 0.0
C 0.0 0.0 0.0
F 0.0 0.0 0.0
F 0.0 0.0 0.0
C 0.0 0.0 0.0
O 0.0 0.0 0.0
O 0.0 0.0 0.0

Summary:
orbital gap = 0.23712 Eh
total charge = +1


For the records above, the corresponding largest force on an atom values read 4.6 4.2 0.2 eV/Å.
For the records above, the corresponding ΔE to the lowest compared entry with this formula, charge and spin values read 68.1 0.0 7.6 kcal per mole.